DFT (ωB97M-V/def2-TZVPD) results for the ion C3H8N3 with charge +1 in a non-equilibrium geometry.

Geometry as XYZ:
```
14
Properties=species:S:1:pos:R:3:forces:R:3
C 1.092746 -1.049116 -0.235774 -0.14 3.57 0.37
C 0.662356 0.334105 0.459158 1.91 -1.77 -2.10
N 1.121574 1.329465 -0.386488 -1.03 -0.51 -0.95
N -0.971344 0.310234 0.872818 2.79 1.43 0.71
C -1.904997 -0.173043 0.227454 -2.24 -0.84 -1.45
N -2.761136 -0.581921 -0.455105 1.39 0.93 0.49
H 1.085632 -1.848003 0.429554 -0.13 -1.47 0.99
H 0.363364 -1.125603 -1.017106 -0.02 -0.69 -0.84
H 2.120631 -0.809899 -0.602064 -0.99 -0.67 0.16
H 1.030456 0.427582 1.445636 0.29 0.20 0.98
H 1.477558 2.204455 -0.000561 -0.34 -0.43 -0.71
H 1.179992 1.061306 -1.423190 0.06 1.21 2.37
H -1.055229 1.145179 1.441808 -0.83 -0.23 0.11
H -3.441602 -1.224735 -0.756135 -0.72 -0.73 -0.13
```
Positions in Å, forces in eV/Å.

For the HOMO energy, the calculation gives -0.5289 hartree. The gap between HOMO and LUMO comes out at 10.5 eV. As for the calculated total energy: -7702.62390 eV. The calculation puts the energy above the lowest of the compared OMol25 structures with the same formula, charge and spin at 61.22 kcal per mole. As for the structure (SMILES): C[C@@H](N)[NH+]=C=N. Its total charge is +1. For the strongest force on any atom, the calculation gives 3.6 eV/Å.